# C18H45AlBaN4O9

C18H45AlBaN4O9 as an isolated structure (ωB97M-V with the def2-TZVPD basis set, the OMol25 dataset).

Net charge: +4

```
78
C18H45AlBaN4O9 ωB97M-V with the def2-TZVPD basis set
Ba 2.780 -3.838 -0.973
Al -1.546 2.113 -0.451
N 0.573 -1.142 0.811
O 0.275 -1.302 1.988
O 1.609 -1.664 0.323
O -0.195 -0.431 0.088
C 6.055 -3.318 1.293
O 4.625 -3.464 1.211
C 4.170 -3.978 2.460
C 2.687 -4.256 2.445
N 2.399 -5.278 1.371
C 1.024 -5.842 1.485
C -0.049 -4.775 1.179
O 0.116 -4.440 -0.226
C -1.101 -3.857 -0.682
H 6.372 -2.542 1.988
H 6.441 -3.120 0.294
H 6.543 -4.248 1.594
H 4.385 -3.298 3.291
H 4.687 -4.896 2.763
H 2.042 -3.389 2.310
H 2.411 -4.703 3.404
H 2.948 -6.090 1.657
H 0.828 -6.287 2.463
H 0.893 -6.625 0.739
H 0.030 -3.918 1.848
H -1.011 -5.264 1.333
H -1.271 -2.874 -0.233
H -1.960 -4.493 -0.459
H -1.107 -3.747 -1.768
C -0.403 1.852 3.839
O -0.087 2.091 2.454
C 1.291 2.398 2.371
C 1.867 2.254 0.961
N 1.252 3.178 -0.004
C 1.855 3.147 -1.317
C 1.072 4.129 -2.233
O -0.160 3.546 -2.585
C -0.248 3.237 -3.981
H -1.371 1.375 3.912
H -0.481 2.757 4.447
H 0.322 1.189 4.313
H 1.763 1.723 3.084
H 1.483 3.443 2.643
H 1.894 1.223 0.615
H 2.887 2.655 1.032
H 1.344 4.135 0.348
H 1.877 2.148 -1.745
H 2.868 3.556 -1.212
H 1.676 4.372 -3.105
H 0.918 5.032 -1.640
H -0.453 4.157 -4.532
H -1.075 2.558 -4.166
H 0.658 2.757 -4.353
C -2.648 1.825 2.107
O -2.968 1.801 0.734
C -3.676 0.621 0.385
C -3.871 0.558 -1.087
N -2.620 0.844 -1.766
C -2.788 0.803 -3.225
C -3.515 2.064 -3.534
O -2.762 2.995 -2.841
C -2.959 4.374 -3.232
H -2.133 2.766 2.259
H -1.888 1.089 2.375
H -3.523 1.829 2.756
H -4.641 0.580 0.898
H -3.121 -0.243 0.772
H -4.680 1.197 -1.441
H -4.243 -0.457 -1.281
H -1.955 0.128 -1.475
H -3.266 -0.117 -3.566
H -1.824 0.881 -3.727
H -4.582 2.102 -3.283
H -3.562 2.260 -4.612
H -2.558 5.024 -2.459
H -4.041 4.529 -3.224
H -2.580 4.602 -4.226
```

# C4H34NO14S

A 14-piece molecular cluster, C4H34NO14S overall (ωB97M-V with the def2-TZVPD basis set, the OMol25 dataset).

ΔE to the lowest compared entry with this formula, charge and spin in kJ/mol: 220.8
Net charge: -1

```
54
C4H34NO14S ωB97M-V with the def2-TZVPD basis set
O 1.252 1.531 0.766
C 1.045 0.389 1.146
N 1.228 -0.689 0.289
C 0.496 -1.874 0.494
C -1.039 -1.792 0.717
S -2.010 -1.331 -0.735
C 1.131 -2.627 1.791
H 0.748 0.302 2.093
H 1.376 -0.426 -0.751
H 0.735 -2.565 -0.429
H -1.241 -1.034 1.427
H -1.370 -2.804 1.006
H 1.931 -3.199 1.391
H 1.371 -2.192 2.733
H 0.408 -3.521 2.060
H 0.778 0.997 -4.486
H -0.111 1.849 -3.475
O 0.791 1.771 -3.812
H -0.790 -3.004 -2.845
H 0.174 -2.173 -2.073
O 0.243 -2.739 -2.871
H -3.296 -3.588 -0.850
H -2.413 -3.999 -2.105
O -3.164 -4.300 -1.549
H 0.235 -1.385 -4.058
H 1.740 -1.228 -4.151
O 0.930 -0.803 -4.337
H -1.266 -0.153 4.335
H -2.118 1.085 4.754
O -2.128 0.081 4.637
H -0.905 0.588 -2.004
H -2.225 0.683 -2.652
O -1.435 1.228 -2.395
H 2.807 3.551 3.057
H 2.112 2.568 2.342
O 2.548 2.600 3.191
H 1.295 0.572 3.645
H 0.551 1.189 4.642
O 0.517 0.427 4.159
H -0.355 3.277 2.407
H 0.507 2.954 1.261
O 0.298 3.747 1.751
H 2.373 -1.944 -1.727
H 2.908 -0.735 -2.299
O 2.896 -1.674 -2.531
H 1.750 1.477 -2.658
H 1.988 1.526 -0.997
O 2.353 1.157 -1.819
H -1.205 3.223 -0.247
H -1.832 2.051 -0.688
O -1.974 2.810 -0.052
H -2.479 1.968 3.077
H -1.939 2.134 1.537
O -1.686 2.102 2.558
```

# CH4N2OS

CH4N2OS as an isolated structure (ωB97M-V with the def2-TZVPD basis set, the OMol25 dataset).

ΔE to the lowest compared entry with this formula, charge and spin in kJ/mol: 636.4
Net charge: 0

```
9
CH4N2OS ωB97M-V with the def2-TZVPD basis set
C 0.231 -0.795 -0.084
H 1.948 0.816 -1.472
H -0.547 1.218 -0.495
H 0.960 -1.494 -0.458
H -2.140 0.160 2.644
N 0.418 0.450 -0.738
N -0.757 -1.213 0.547
O 1.782 0.835 -0.587
S -1.895 0.022 0.643
```

# C19H24Br36I2N3

C19H24Br36I2N3 as an isolated structure (ωB97M-V with the def2-TZVPD basis set, the OMol25 dataset).

ΔE to the lowest compared entry with this formula, charge and spin in kJ/mol: 0.0
Net charge: +1

```
84
C19H24Br36I2N3 ωB97M-V with the def2-TZVPD basis set
C -1.889 2.720 -0.639
C -0.833 1.634 -0.803
I -1.722 -0.250 -0.948
C 0.501 1.815 -0.835
I 1.809 0.201 -1.153
C 1.194 3.165 -0.749
C 2.701 3.157 -0.470
C 3.097 4.570 0.005
N 2.198 5.648 -0.483
C 0.899 5.379 -0.100
N 0.002 6.325 -0.112
N 0.512 4.077 0.237
H -1.737 3.562 -1.324
H -2.882 2.311 -0.836
H -1.893 3.078 0.395
H 1.090 3.689 -1.707
H 3.255 2.843 -1.357
H 2.917 2.495 0.374
H 4.138 4.832 -0.199
H 2.998 4.600 1.097
H 2.250 5.813 -1.490
H -0.966 6.115 0.076
H 0.258 7.273 -0.369
H 0.728 3.822 1.200
C 8.227 4.918 -0.479
Br 7.252 6.443 0.178
Br 7.589 3.276 0.298
Br 8.200 4.842 -2.398
H 9.255 5.043 -0.170
C 0.584 -3.229 1.489
Br -0.748 -4.492 2.036
Br 1.479 -2.441 2.998
Br 1.840 -3.980 0.243
H 0.075 -2.425 0.976
C 0.018 5.387 -4.887
Br -0.502 3.907 -3.774
Br -1.169 6.886 -4.730
Br 1.845 5.890 -4.511
H -0.024 5.050 -5.914
C 3.418 -5.566 -3.248
Br 1.889 -6.707 -3.078
Br 2.883 -3.737 -3.557
Br 4.541 -5.682 -1.695
H 3.993 -5.883 -4.106
C 5.154 0.003 2.248
Br 4.448 1.789 2.416
Br 7.012 0.019 1.761
Br 4.859 -1.006 3.851
H 4.611 -0.473 1.443
C 1.227 1.648 4.507
Br 1.972 3.387 4.871
Br -0.133 1.173 5.768
Br 0.577 1.547 2.698
H 2.031 0.929 4.594
C -2.591 -6.560 -3.269
Br -1.555 -7.062 -4.808
Br -3.042 -8.082 -2.188
Br -1.702 -5.200 -2.237
H -3.516 -6.133 -3.629
C -0.846 10.492 -1.106
Br -2.395 9.418 -0.698
Br -0.095 11.280 0.468
Br 0.473 9.480 -2.090
H -1.181 11.288 -1.756
C -2.737 -5.100 5.705
Br -3.507 -3.608 4.764
Br -2.688 -6.675 4.610
Br -0.999 -4.668 6.406
H -3.383 -5.313 6.545
C -6.637 -8.801 5.270
Br -5.292 -8.828 6.644
Br -6.704 -7.098 4.383
Br -6.394 -10.243 4.023
H -7.593 -8.948 5.752
C -10.617 -7.300 2.310
Br -10.485 -5.852 3.569
Br -9.722 -6.884 0.661
Br -9.973 -8.949 3.058
H -11.665 -7.434 2.085
C 0.853 -3.725 -6.737
Br 1.334 -2.379 -8.022
Br -0.765 -3.272 -5.805
Br 0.756 -5.468 -7.542
H 1.640 -3.762 -5.999
```

# CH2ClO3S

CH2ClO3S as an isolated structure (ωB97M-V with the def2-TZVPD basis set, the OMol25 dataset).

ΔE to the lowest compared entry with this formula, charge and spin in kJ/mol: 2.9
Net charge: -1

```
8
CH2ClO3S ωB97M-V with the def2-TZVPD basis set
C -0.461 -0.345 -0.767
O 0.069 1.570 0.858
O 0.425 -0.712 1.830
O 1.997 0.282 0.202
S 0.645 0.257 0.730
Cl -2.006 -0.121 -0.032
H -0.346 0.334 -1.593
H -0.321 -1.266 -1.228
```

# NO3Rb

NO3Rb as an isolated structure (ωB97M-V with the def2-TZVPD basis set, the OMol25 dataset).

ΔE to the lowest compared entry with this formula, charge and spin in kJ/mol: 180.2
Net charge: 0

```
5
NO3Rb ωB97M-V with the def2-TZVPD basis set
Rb -0.752 2.584 1.149
N 0.150 -0.477 -0.410
O -0.425 -0.235 0.671
O -0.373 -1.373 -1.208
O 1.400 -0.500 -0.203
```

no.,orbital gap (eV),HOMO (eV)
1,5.4,-19.63
2,7.4,-4.82
3,7.9,-9.05
4,8.2,-11.20
5,8.8,-5.10
6,6.5,-7.75